No. 1
Entry from OMol25: a structure of composition B3F12Sn (the ωB97M-V functional and the def2-TZVPD basis).

Each line ends with the Löwdin charge.
Atoms and positions in Å:
Sn1 -2.563 -13.457 -16.398  1.924
F1 -2.564 -9.428 -13.971  0.097
F2 -3.305 -14.064 -20.894  0.131
F3 -4.146 -9.565 -15.541  0.135
F4 2.029 -13.204 -16.725  0.130
F5 -0.049 -12.496 -17.424  0.062
F6 -2.391 -12.900 -19.141  0.014
F7 0.409 -12.482 -15.284  0.095
F8 -3.568 -11.483 -14.419  0.044
F9 0.119 -14.517 -16.290  0.072
F10 -2.114 -10.579 -15.884  0.066
F11 -2.479 -15.136 -18.991  0.027
F12 -1.051 -14.051 -20.499  0.147
B1 0.664 -13.240 -16.436  -1.327
B2 -3.126 -10.272 -14.951  -1.332
B3 -2.307 -14.079 -19.937  -1.286

Calculated values
HOMO energy in eV: -9.355
Charge: -1
Kohn-Sham gap in eV: 8.75
Total energy in a.u.: -1487.99821
LUMO in eV: -0.61



No. 2
Entry from OMol25: a cluster of 2 separate species, C9H14 in total (the ωB97M-V functional and the def2-TZVPD basis).

Each line ends with the Löwdin charge.
Atoms and positions in Å:
C1 -3.765 -1.143 -0.059  -0.171
C2 -2.853 -2.388 -0.254  -0.159
C3 0.342 0.564 -1.020  -0.095
C4 1.870 1.287 0.676  -0.285
C5 2.916 0.711 -0.093  -0.058
C6 2.149 1.711 2.083  -0.065
C7 0.575 1.280 0.172  -0.043
C8 1.384 0.120 -1.784  -0.114
C9 2.708 0.234 -1.371  -0.084
H1 3.597 -0.073 -1.903  0.101
H2 3.084 2.263 2.210  0.076
H3 3.892 0.814 0.370  0.107
H4 1.147 -0.278 -2.764  0.100
H5 -0.242 1.788 0.662  0.105
H6 -3.666 -0.362 -0.814  0.052
H7 -2.703 -2.567 -1.316  0.056
H8 -3.403 -0.623 0.833  0.055
H9 1.385 2.376 2.484  0.075
H10 -0.672 0.300 -1.296  0.095
H11 -3.297 -3.210 0.294  0.057
H12 -4.800 -1.452 0.056  0.054
H13 -1.882 -2.138 0.174  0.051
H14 2.235 0.788 2.660  0.087

Calculated values
HOMO energy in eV: -8.956
SMILES: Cc1ccccc1.CC
Kohn-Sham gap in eV: 9.93
Total energy in a.u.: -351.30889
LUMO in eV: 0.98



Energy above the lowest of the compared OMol25 structures with the same formula, charge and spin readings, ordered: 1.3210; 0.5798 eV